Entry 1:
9 unconnected molecules or ions with the total composition C47H55F3N10O4S at a distorted geometry. Source: the OMol25 dataset; level of theory: ωB97M-V/def2-TZVPD.

```
120
Properties=species:S:1:pos:R:3:forces:R:3
O 0.22984 2.11388 0.96627 0.0 -0.1 0.2
C 0.04275 1.87055 -0.21770 -0.4 0.2 0.8
C -1.29778 1.72145 -0.74926 -0.2 0.1 1.2
C -1.58489 1.71723 -2.02383 -0.6 -0.3 -1.0
C -2.99078 1.51263 -2.46520 0.2 0.8 -0.6
C -3.41876 2.06397 -3.80916 -1.0 -0.7 -0.1
C -4.73207 1.42345 -4.23011 0.5 0.0 0.4
C -5.80966 1.59330 -3.21719 -0.5 -0.3 -0.1
S -7.39999 0.88442 -3.71153 -0.5 1.0 -0.1
C -6.85067 -0.71331 -3.93625 -2.2 1.6 -1.0
N -5.92436 -1.32365 -3.40406 3.3 -1.9 2.0
N -5.90312 -2.58665 -4.02351 4.5 -0.3 3.9
C -6.80831 -2.60000 -4.82027 -3.1 0.3 -2.6
O -7.48002 -1.44464 -4.84841 -1.9 0.2 -1.5
C -0.47752 1.87428 -2.95897 -0.1 0.3 -1.3
O -0.62549 2.16286 -4.13387 0.1 -0.1 0.4
C 0.87964 1.69483 -2.43243 0.3 0.2 -1.0
C 1.94445 1.52482 -3.42693 0.1 0.1 0.2
C 2.18595 0.07268 -3.64218 1.1 -0.5 -0.8
O 2.88882 -0.05273 -4.86002 0.2 0.3 -0.4
C 3.02325 -0.56086 -2.51147 -0.5 0.3 -1.1
F 3.69125 0.31331 -1.79959 1.1 1.5 0.8
F 2.26051 -1.20822 -1.67728 -1.5 -1.1 1.2
F 3.90138 -1.40725 -2.98682 1.0 -1.1 -0.7
C 1.11532 1.70904 -1.15105 0.5 0.0 1.1
H -2.07266 1.60905 -0.03035 -0.5 0.2 0.4
H -3.59197 1.99563 -1.73174 -0.6 0.3 0.8
H -3.25366 0.47795 -2.41512 0.0 -1.0 0.0
H -2.73142 1.84227 -4.58767 0.7 0.1 -0.4
H -3.59035 3.11286 -3.74867 0.3 1.1 0.0
H -4.53131 0.37984 -4.29985 0.1 -0.9 -0.4
H -5.04331 1.77141 -5.18740 -0.3 0.4 -0.8
H -5.98354 2.62167 -3.00249 -0.4 0.9 0.1
H -5.56306 1.11142 -2.30397 0.3 -0.4 0.9
H -7.08406 -3.37008 -5.46731 -0.5 -1.0 -0.9
H 2.83884 2.00401 -3.10017 0.7 0.4 0.2
H 1.66941 1.94852 -4.35899 -0.4 0.4 -0.9
H 1.27742 -0.49072 -3.73053 -0.7 -0.3 0.2
H 2.73172 -0.92492 -5.21825 -0.1 -0.4 -0.1
H 2.08449 1.61535 -0.73210 0.8 0.1 0.2
C 1.88398 -2.40725 1.36314 -0.1 -0.1 0.1
C 0.88286 -2.89064 2.25379 0.1 -0.1 -0.1
C 0.14227 -1.81468 2.66251 0.1 0.1 0.0
N 0.66592 -0.70011 2.06407 -0.2 -0.1 0.0
C 1.71881 -1.05403 1.26902 0.0 0.2 0.1
H 2.63201 -2.98733 0.85083 0.0 0.0 0.0
H 0.72189 -3.91217 2.55159 0.0 0.0 0.0
H -0.70525 -1.74390 3.32197 0.0 0.0 0.0
H 0.32598 0.23477 2.18616 0.0 0.2 0.0
H 2.25310 -0.30802 0.70915 0.1 0.0 0.0
C 3.06358 2.84523 5.31495 0.0 0.0 -0.1
C 2.35734 2.17412 4.27648 0.0 0.1 0.0
C 2.13374 0.89139 4.69900 0.0 0.0 0.0
N 2.67860 0.76197 5.94536 0.0 0.1 0.0
C 3.24549 1.94742 6.32996 0.0 -0.1 0.0
H 3.39978 3.86751 5.31260 0.0 0.0 0.0
H 2.05320 2.58915 3.32906 0.0 0.0 0.0
H 1.63853 0.06378 4.22331 0.0 -0.1 0.0
H 2.66447 -0.07570 6.49229 0.0 -0.1 0.0
H 3.72788 2.04867 7.28604 0.0 0.0 0.0
C -3.92210 0.49301 2.74318 -0.1 0.0 0.1
C -4.15916 1.35976 3.84948 -0.1 -0.1 0.0
C -3.11075 2.23549 3.91563 0.1 -0.1 -0.2
N -2.24945 1.93389 2.89671 -0.1 0.0 0.1
C -2.73694 0.87328 2.17702 0.2 0.1 0.2
H -4.54854 -0.31432 2.39933 0.0 0.0 0.0
H -5.00256 1.34244 4.51804 0.0 0.0 0.0
H -2.90454 3.04248 4.59582 0.0 0.0 0.0
H -1.38992 2.41827 2.71035 0.1 0.0 -0.2
H -2.20175 0.48366 1.32890 0.0 -0.2 0.3
C 5.12383 4.53258 -0.79633 0.0 -0.1 0.0
C 4.18834 3.60508 -0.25823 0.0 0.0 -0.1
C 3.17478 4.32838 0.31038 -0.1 0.0 0.0
N 3.46358 5.65350 0.14024 0.0 0.0 -0.1
C 4.64669 5.78732 -0.53483 -0.1 0.0 0.0
H 6.03929 4.30262 -1.31330 0.0 0.0 0.0
H 4.25735 2.53068 -0.28618 0.1 0.0 0.0
H 2.27890 4.01553 0.82011 0.0 0.0 0.0
H 2.89507 6.41229 0.46261 0.0 0.1 0.0
H 5.04515 6.75846 -0.76892 0.0 0.0 0.0
C -1.10063 -4.21005 -3.90181 0.0 0.0 0.0
C -0.71415 -2.93125 -3.42027 0.0 0.0 -0.1
C -1.86539 -2.23081 -3.17231 -0.1 0.0 0.0
N -2.92644 -3.03091 -3.48460 0.1 0.2 0.1
C -2.47107 -4.23647 -3.92700 0.0 0.0 0.0
H -0.44905 -5.01607 -4.19209 0.0 0.0 0.0
H 0.28861 -2.57203 -3.26956 0.1 0.0 0.1
H -2.01730 -1.23433 -2.80037 0.0 0.1 0.1
H -3.89609 -2.77146 -3.40550 -0.1 -0.1 -0.1
H -3.15780 -5.01058 -4.22092 0.0 0.0 0.0
C 4.90399 -3.87524 6.05607 0.0 -0.1 0.0
C 5.42103 -4.51851 7.21474 0.0 0.0 -0.1
C 5.06686 -3.76031 8.29592 0.0 0.1 0.0
N 4.35827 -2.68333 7.83714 0.0 0.0 -0.1
C 4.25267 -2.74827 6.47217 0.0 0.0 0.1
H 4.99971 -4.20391 5.03599 0.0 0.0 0.0
H 5.98752 -5.43279 7.24752 0.0 0.0 0.0
H 5.25681 -3.89273 9.34618 0.0 0.0 0.0
H 3.97819 -1.95957 8.41492 0.0 0.0 0.1
H 3.72762 -1.99309 5.91468 0.0 0.0 -0.1
C -8.03962 -1.30525 5.47501 0.0 0.0 0.0
C -7.47380 -2.45391 6.09345 0.0 0.0 0.0
C -6.15372 -2.49888 5.73589 0.0 0.0 0.0
N -5.89971 -1.42661 4.92720 0.0 0.0 0.0
C -7.04266 -0.69290 4.76499 0.1 0.0 0.0
H -9.05955 -0.96872 5.54493 0.0 0.0 0.0
H -7.97855 -3.16313 6.72628 0.0 0.0 0.0
H -5.37688 -3.19928 5.98656 0.0 0.0 0.0
H -5.01079 -1.20955 4.51446 0.1 0.1 0.0
H -7.04987 0.19709 4.16047 0.0 0.0 0.0
C 7.16186 -1.15679 -7.62114 0.0 0.0 0.0
C 7.58334 0.06456 -7.02854 0.0 0.0 0.0
C 6.51932 0.56378 -6.32566 0.0 0.0 0.0
N 5.47458 -0.30300 -6.47060 -0.1 -0.1 -0.1
C 5.85705 -1.35437 -7.25616 0.0 0.0 0.0
H 7.74872 -1.81232 -8.24110 0.0 0.0 0.0
H 8.55450 0.52148 -7.10886 0.0 0.0 0.0
H 6.41789 1.45800 -5.73638 0.0 0.0 0.0
H 4.56431 -0.18097 -6.05957 0.1 0.1 0.1
H 5.17249 -2.15169 -7.48802 0.0 0.0 0.0
```
Positions in Å, forces in eV/Å.

Structure (SMILES) ... O=C1C=C(CCCCSc2nnco2)C(=O)C(C[C@@H](O)C(F)(F)F)=C1.c1cc[nH]c1.c1cc[nH]c1.c1cc[nH]c1.c1cc[nH]c1.c1cc[nH]c1.c1cc[nH]c1.c1cc[nH]c1.c1cc[nH]c1
Highest occupied orbital energy ... -0.2968 Ha

These are the Mulliken partial charges, in e, on atoms 1 to 4: -0.5811, -1.2496, -0.4224, 0.0844

Entry 2:
A molecular structure, C47H56ClIN4O5PTa at a distorted geometry. Source: the OMol25 dataset; level of theory: ωB97M-V/def2-TZVPD.

```
116
Properties=species:S:1:pos:R:3:forces:R:3
Ta -0.34850 -0.41220 0.75880 -0.5 0.3 0.3
C 1.19720 -5.00460 0.30780 0.0 0.0 0.0
C 0.93360 -4.10350 -0.83680 -0.1 0.0 0.1
N 0.57200 -2.85030 -0.74440 -0.3 0.0 0.1
C 0.50940 -2.34840 -2.01190 0.2 -0.1 -0.4
C 0.83310 -3.34240 -2.91030 -0.2 0.5 0.3
N 1.11840 -4.44890 -2.13620 0.0 0.2 -0.1
C 0.88110 -3.42220 -4.39030 0.0 0.0 0.2
O 2.04570 -3.92310 -4.87530 0.1 -0.2 -0.4
O -0.02350 -3.15310 -5.11700 0.2 0.0 -0.1
C 0.32260 -0.86310 -2.20740 0.4 -1.3 -2.1
O 0.38040 -0.38150 -3.32260 0.0 0.0 0.5
O 0.19390 -0.23930 -1.10670 0.0 0.7 0.7
H 0.46900 -4.81160 1.08960 -0.1 -0.1 0.1
H 2.18510 -4.79170 0.71610 0.1 -0.1 0.0
H 1.15440 -6.04900 0.01030 0.0 -0.1 0.1
H 1.34240 -5.36410 -2.49330 0.0 0.0 0.1
H 2.73580 -4.01130 -4.20570 -0.2 0.2 0.1
Cl 1.59860 0.30840 2.08830 0.7 1.4 1.4
C 1.60780 -1.25800 1.37410 0.3 -0.9 -0.1
H 1.78940 -2.00400 2.15300 -0.5 0.0 -0.3
H 2.40140 -1.30400 0.63010 -0.2 0.1 -0.2
N -0.08130 2.54120 1.64400 0.7 0.5 0.8
C -0.77590 1.83940 0.85280 0.5 -1.5 0.2
H -0.25650 3.54970 1.63820 -0.4 -0.1 -0.3
I -1.23750 -0.99700 3.37550 0.0 -0.1 0.1
C -1.74700 2.40270 -0.00780 -1.0 1.0 -0.7
C -2.49770 3.04990 -0.70730 0.8 -1.0 0.8
C -3.34920 3.81460 -1.53380 -0.3 0.4 -0.4
C -3.64450 5.13720 -1.18890 0.0 0.0 0.0
C -4.44340 5.90710 -2.01250 -0.1 0.1 0.0
C -4.95400 5.37250 -3.18340 0.0 0.0 -0.1
C -4.67530 4.05940 -3.52390 -0.1 0.0 -0.1
C -3.87820 3.27940 -2.70950 0.0 0.0 0.0
H -3.24710 5.55240 -0.27450 0.1 0.0 0.1
H -4.67730 6.92730 -1.74470 0.0 0.1 0.0
H -5.56440 5.97900 -3.83420 -0.1 0.1 0.0
H -5.08970 3.64050 -4.42870 0.0 0.0 -0.1
H -3.66450 2.25750 -2.98250 0.0 -0.1 0.0
O 2.07020 1.30480 -0.42720 -0.5 0.0 -0.3
P 3.40450 1.88490 -0.67270 1.4 0.2 0.2
C 4.26360 2.02020 0.99410 -0.2 -0.1 -0.5
C 3.56330 2.94950 1.98990 -0.2 0.1 -0.2
C 4.07910 4.38530 1.95760 0.1 -0.1 0.3
C 5.59270 4.42570 2.12520 -0.1 0.2 -0.3
C 6.23790 3.64030 0.99050 0.1 -0.1 0.3
C 5.78030 2.18770 1.03450 0.0 0.1 -0.2
C 3.32040 3.50960 -1.59990 0.4 -0.4 0.3
C 2.15650 4.35410 -1.06620 -0.2 -0.1 0.2
C 0.79540 3.92080 -1.60190 0.0 0.2 -0.1
C 0.77810 3.89120 -3.12100 0.0 -0.2 0.1
C 1.84340 2.91100 -3.58800 0.0 0.2 -0.2
C 3.21820 3.37760 -3.12090 0.0 -0.2 -0.1
C 4.47670 0.62260 -1.56200 -0.4 0.4 0.4
C 3.57840 -0.15810 -2.51580 -0.2 -0.3 0.1
C 4.30240 -1.34990 -3.13740 0.0 0.1 0.0
C 5.70530 -0.96490 -3.64000 0.0 0.0 -0.2
C 5.88070 0.55050 -3.67050 0.2 -0.1 0.1
C 5.75890 1.11430 -2.25430 0.1 0.1 -0.2
H 4.04960 0.99030 1.32570 0.0 0.2 -0.2
H 3.73310 2.55630 2.99660 0.0 -0.1 0.0
H 2.48410 2.92300 1.81560 0.0 0.0 0.1
H 3.59270 4.95050 2.75510 -0.1 0.1 -0.1
H 3.82760 4.86110 1.01020 -0.1 0.1 -0.1
H 5.87320 3.98370 3.08360 0.1 0.0 0.1
H 5.94470 5.45900 2.11870 0.0 0.0 0.1
H 7.32680 3.67480 1.07110 0.0 0.0 -0.1
H 5.96140 4.09020 0.03470 0.0 0.1 -0.1
H 6.13290 1.75130 1.97410 0.1 0.0 0.0
H 6.24410 1.62680 0.22370 0.1 -0.1 0.1
H 4.25820 4.03010 -1.36970 0.0 -0.1 0.1
H 2.33640 5.39790 -1.34680 0.1 0.0 0.0
H 2.12420 4.29840 0.02220 0.0 0.1 0.0
H 0.03070 4.60380 -1.22240 0.0 0.0 0.1
H 0.57050 2.91990 -1.23770 0.0 0.0 0.1
H 0.98350 4.88830 -3.52110 0.0 0.1 -0.1
H -0.20590 3.58110 -3.47600 -0.1 0.0 0.0
H 1.84250 2.83300 -4.67720 0.0 -0.1 0.0
H 1.60860 1.92860 -3.17730 0.0 -0.1 -0.1
H 3.41010 4.36700 -3.55160 0.1 0.0 0.0
H 3.99150 2.70990 -3.49940 0.1 0.0 -0.1
H 4.75060 -0.07020 -0.75170 -0.1 0.1 0.0
H 3.20240 0.48820 -3.30610 -0.1 0.0 0.0
H 2.70850 -0.50900 -1.96220 0.0 0.1 -0.1
H 3.69240 -1.71760 -3.96480 0.0 -0.1 0.0
H 4.38240 -2.15290 -2.39880 0.0 -0.1 0.0
H 5.87560 -1.37480 -4.63690 0.1 -0.1 0.0
H 6.46620 -1.38660 -2.97870 0.1 0.0 0.0
H 5.13100 0.99180 -4.32810 0.0 0.1 -0.1
H 6.86230 0.80340 -4.07670 0.0 0.0 0.0
H 5.79950 2.20430 -2.28170 0.1 0.1 0.0
H 6.63230 0.77500 -1.69020 0.0 0.1 0.0
N -2.04550 -1.00470 0.17730 -0.1 -0.3 0.1
C -2.95970 -1.59870 -0.45650 -0.4 -0.2 -0.3
C -2.98270 -1.50680 -1.93020 0.1 0.1 -0.3
C -3.18840 -2.65660 -2.68870 -0.1 0.0 0.0
C -3.04390 -2.60960 -4.06260 0.0 -0.1 0.0
C -2.72910 -1.41460 -4.68890 0.0 0.1 0.0
C -2.55240 -0.26370 -3.93890 -0.1 0.0 -0.1
C -2.66160 -0.31020 -2.56220 -0.1 0.0 0.1
C -4.01380 -2.38280 0.21760 -0.2 -0.2 0.2
C -5.31970 -2.37060 -0.27190 0.2 0.1 0.0
C -6.34420 -2.92990 0.46960 -0.1 0.0 0.0
C -6.08030 -3.51250 1.69990 0.0 0.0 0.0
C -4.77330 -3.59480 2.15500 0.0 0.0 0.0
C -3.74620 -3.04480 1.41380 0.1 0.1 -0.1
H -3.42990 -3.58350 -2.18670 0.0 -0.1 0.0
H -3.16420 -3.50690 -4.64880 0.0 -0.1 -0.1
H -2.59880 -1.38770 -5.75900 0.0 0.0 -0.1
H -2.30780 0.66580 -4.43040 0.1 0.1 0.0
H -2.48110 0.56620 -1.95460 0.0 0.1 0.0
H -5.53020 -1.89120 -1.21640 0.0 0.1 -0.1
H -7.35650 -2.89170 0.09460 -0.1 0.0 0.0
H -6.89130 -3.89580 2.30320 0.0 -0.1 0.0
H -4.55210 -4.06280 3.10230 0.0 -0.1 0.1
H -2.72800 -3.11790 1.76070 0.1 0.2 0.1
```
Positions in Å, forces in eV/Å.

Relative energy (zero: lowest compared OMol25 entry of this formula, charge and spin) ... 2.786 eV
Highest occupied orbital energy ... -0.2904 Ha

These are the Mulliken partial charges, in e, on atoms 1 to 4: -0.4022, -1.4286, -0.0497, -0.1051